# 1
77
Properties=species:S:1:pos:R:3 method="wB97M-V/def2-TZVPD" e_lumo_ev=0.5 homo_energy_ev=-8.4518 spin_multiplicity=1 charge=0 gap_ha=0.329 e_above_lowest_ev=0.000
C 4.53734 28.39222 -8.34615
O 4.44985 29.71731 -8.78506
C 4.22481 30.62351 -7.73300
C 4.41704 32.01605 -8.24680
N 3.62040 32.37691 -9.42209
C 2.20063 32.07892 -9.32895
C 1.53684 32.45652 -10.62368
O 2.09061 31.64571 -11.65566
C 1.27411 31.50439 -12.77384
H 4.66526 27.75209 -9.21428
H 3.63540 28.08943 -7.79399
H 5.38722 28.25137 -7.66245
H 4.79414 30.39129 -6.82485
H 3.16994 30.55389 -7.40033
H 5.45836 32.18959 -8.52992
H 4.18924 32.73024 -7.44902
H 3.93708 31.78261 -10.18960
H 1.75259 32.70362 -8.54129
H 1.94460 31.04042 -9.08898
H 1.74339 33.51396 -10.82825
H 0.45660 32.28874 -10.55874
H 0.61230 30.62121 -12.71478
H 1.88295 31.29202 -13.65591
H 0.62503 32.36806 -12.95291
C 2.07977 29.27119 -22.00575
O 2.31233 29.55063 -20.64245
C 1.36460 28.95138 -19.81410
C 1.79645 29.14487 -18.35533
N 0.81595 28.72192 -17.37205
C 0.46981 27.30931 -17.42616
C -0.64030 27.00214 -16.45700
O -1.86548 27.64212 -16.81081
C -2.40841 27.22024 -18.02618
H 2.23846 28.20398 -22.22099
H 2.82140 29.80817 -22.59617
H 1.07217 29.56499 -22.31699
H 1.28380 27.87516 -20.02439
H 0.36725 29.40286 -19.95222
H 1.97508 30.21261 -18.21948
H 2.73773 28.59416 -18.25739
H -0.03940 29.25443 -17.55905
H 1.37814 26.74045 -17.18949
H 0.16349 26.96047 -18.42442
H -0.41727 27.36329 -15.45381
H -0.80597 25.91838 -16.39672
H -2.14526 27.90036 -18.85259
H -3.49605 27.17479 -17.96659
H -2.05549 26.22706 -18.33324
C -2.18910 30.91311 -21.39373
O -3.11986 31.09126 -20.33233
H -2.10524 29.85871 -21.66404
H -2.50977 31.43714 -22.29894
H -1.20060 31.28907 -21.12336
H -3.78983 31.70554 -20.63928
C -2.25114 34.14844 -12.61442
O -3.31157 34.89615 -12.02577
H -2.28479 33.13425 -12.19735
H -2.46202 34.02895 -13.67727
H -1.27049 34.55512 -12.37625
H -3.89077 35.23858 -12.70798
C -1.36871 30.93350 -15.37820
C -1.54654 31.62381 -16.71881
C -0.43237 32.61022 -16.99911
O -0.48568 33.60435 -16.01109
C 0.66077 34.41243 -15.93642
N -1.54991 30.60048 -17.78176
H -1.26009 31.63120 -14.54485
H -0.45481 30.32498 -15.38119
H -2.17640 30.25550 -15.09425
H -2.50560 32.15815 -16.65854
H -0.63577 33.07168 -17.97835
H 0.53540 32.09720 -17.02271
H 1.06234 34.63780 -16.93308
H 1.44914 33.95209 -15.33082
H 0.37495 35.36382 -15.48681
H -2.01451 30.97910 -18.60848
H -2.16890 29.84222 -17.49751

# 2
55
Properties=species:S:1:pos:R:3 method="wB97M-V/def2-TZVPD" s2=0.756 e_lumo_ev="1.9 / -0.8" homo_energy_ev="-5.1718 / -4.9321" spin_multiplicity=2 charge=-1 gap_ha="0.260 / 0.151"
Na -0.85359 0.18473 -0.33336
N -3.53995 1.32624 1.03914
O -4.02345 2.43968 0.76514
O -2.56478 1.19640 1.72505
O -3.96934 0.37409 0.38038
N -2.76523 -2.47365 -2.29200
O -2.45444 -1.59633 -1.49549
O -2.06184 -3.42771 -2.39991
O -3.87338 -2.46332 -2.77651
N -2.92697 1.93252 -2.31479
O -1.73305 1.71212 -2.29089
O -3.64690 0.99593 -2.30918
O -3.47584 3.01990 -2.25348
C -1.15025 -2.42321 4.45201
C 0.37751 -2.43533 4.28433
O 0.80988 -3.19796 3.16009
C 0.82468 -2.83692 1.83628
O 0.51864 -1.76514 1.42329
C 1.06937 -3.95663 0.78922
F 0.98331 -5.19969 1.29681
F 0.13035 -3.87849 -0.17193
F 2.21364 -3.79381 0.21390
H -1.45869 -1.50883 4.95885
H -1.49870 -3.24197 5.08156
H -1.75941 -2.37741 3.54928
H 0.79922 -3.03297 5.09247
H 0.81471 -1.43734 4.25324
C -0.08975 4.93347 3.04779
C 0.12745 3.75367 2.09522
O 0.68845 4.24650 0.91113
C 0.82103 3.34676 -0.09091
O 0.53897 2.15220 -0.02760
C 1.49965 3.89220 -1.39883
F 1.39565 3.06024 -2.42940
F 0.84192 5.01104 -1.63471
F 2.81571 4.21704 -1.17073
H -0.45059 5.83902 2.56007
H 0.88636 5.27744 3.38983
H -0.80552 4.68697 3.83202
H -0.83718 3.27086 1.93873
H 0.78074 3.07367 2.64196
C 0.49122 -2.13492 -4.29850
C 0.93873 -2.35354 -2.87590
O 2.23020 -1.84852 -2.70575
C 2.41077 -0.70987 -2.03123
O 1.51711 -0.04343 -1.50633
C 3.95612 -0.31361 -1.85456
F 4.32418 0.70499 -2.77885
F 4.04246 0.35246 -0.68272
F 4.73641 -1.44911 -1.84092
H 1.30208 -1.89205 -4.98525
H -0.02645 -1.18140 -4.19401
H -0.24697 -2.76218 -4.79823
H 1.06601 -3.40001 -2.59874
H 0.25993 -1.86452 -2.17720

Number 1: largest force on an atom 1.26 eV/Å. Number 2: largest force on an atom 4.90 eV/Å.